Record 1
Molecular formula: C13H11I2N3O3SnTe4
Method: DFT, ωB97M-V/def2-TZVPD

Results
Kohn-Sham gap   5.601 eV
Spin multiplicity   1

Last column: natural (NBO) charge in e.
Positions of all 37 atoms, in Å:
Sn  0.621940  0.646328  -1.139047  1.21
I  -1.385280  0.006274  3.621693  0.16
C  0.047337  -1.220741  2.757148  -0.26
C  0.486226  -2.364479  3.454650  -0.24
C  1.440561  -3.190538  2.934502  -0.17
I  2.026843  -4.862832  4.027135  0.15
C  2.020234  -2.895915  1.669839  -0.12
C  3.040105  -3.647433  1.039990  -0.12
C  3.543291  -3.246120  -0.162585  -0.26
C  3.023831  -2.085315  -0.767013  0.08
N  2.071383  -1.375839  -0.216910  -0.48
C  1.564929  -1.755008  0.983092  0.09
C  0.550991  -0.894496  1.520632  0.39
O  0.155661  0.164675  0.852424  -0.90
H  0.051538  -2.579999  4.420762  0.24
H  3.417034  -4.537079  1.526509  0.23
H  4.324042  -3.804426  -0.658256  0.23
H  3.399559  -1.740706  -1.723468  0.21
C  -2.222835  4.156927  0.608919  -0.68
C  -1.503728  3.113629  -0.178895  0.25
N  -0.369209  2.630812  0.134124  -0.17
O  0.177954  3.124907  1.306097  -0.55
C  -2.137840  2.508730  -1.373730  0.16
C  -3.314817  3.149730  -2.027873  -0.67
N  -1.648360  1.390101  -1.774869  -0.16
O  -2.272419  0.793436  -2.792944  -0.67
H  -1.927064  4.104944  1.653573  0.26
H  -3.299302  4.027122  0.520271  0.23
H  -1.972238  5.152796  0.237547  0.24
H  0.650226  2.350395  1.649700  0.49
H  -3.317203  4.225123  -1.862700  0.22
H  -4.248934  2.741231  -1.634520  0.24
H  -3.297928  2.934361  -3.094256  0.25
Te  -1.017771  -1.729073  -2.305572  0.09
Te  1.234585  -1.805012  -5.473425  -0.20
Te  0.882114  -3.439984  -3.310944  -0.06
Te  -0.795470  -0.046534  -4.421595  0.29

Forces on atoms 1 to 6 (eV/Å):
Sn 0.1 0.1 0.0
I -0.1 0.1 0.0
C 0.0 -0.2 0.1
C 0.0 0.0 0.0
C 0.0 0.1 -0.2
I 0.0 -0.1 0.1

Record 2
Molecular formula: C13H11N
Method: DFT, ωB97M-V/def2-TZVPD

Results
Kohn-Sham gap   8.486 eV
SMILES string   c1ccc2c(c1)Cc1ccccc1N2
Spin multiplicity   1

Last column: natural (NBO) charge in e.
Positions of all 25 atoms, in Å:
C  -1.347025  -0.723883  -0.184740  -0.44
C  -0.102123  -0.956876  -0.989030  -0.08
C  -0.091779  -1.411704  -2.305216  -0.16
C  1.030261  -1.854231  -2.949784  -0.26
C  2.275173  -1.729715  -2.320920  -0.19
C  2.346355  -1.259088  -1.048608  -0.26
C  1.156574  -0.806939  -0.411634  0.19
C  0.149216  0.670471  1.186052  0.16
C  0.303015  1.685165  2.153513  -0.24
C  -0.764474  2.440475  2.634738  -0.20
C  -2.037926  2.253659  2.092238  -0.25
C  -2.227624  1.237456  1.191189  -0.17
C  -1.144763  0.425562  0.700606  -0.07
H  -1.641791  -1.643960  0.365480  0.22
H  -2.242438  -0.531043  -0.839040  0.22
H  -1.022704  -1.521417  -2.914605  0.21
H  1.002941  -2.207529  -3.992697  0.21
H  3.162620  -2.053169  -2.796542  0.21
H  3.299516  -1.161728  -0.538959  0.21
H  2.124585  0.341427  0.971347  0.39
H  1.280527  1.860470  2.605841  0.20
H  -0.608760  3.152221  3.471847  0.22
H  -2.899533  2.948966  2.300750  0.22
H  -3.240885  0.923145  0.868788  0.21
N  1.241044  -0.077735  0.749387  -0.57

Forces on atoms 1 to 6 (eV/Å):
C -1.4 -0.5 -1.2
C 0.4 -0.7 -0.8
C -1.8 -0.8 -0.9
C 1.2 0.3 -0.9
C -0.9 -0.6 -0.1
C -0.9 0.9 0.9

Record 3
Molecular formula: C13H11N3
Method: DFT, ωB97M-V/def2-TZVPD

Results
Kohn-Sham gap   8.322 eV
SMILES string   c1ccc2c(c1)NN1c3ccccc3N[C@@H]21
Spin multiplicity   1

Last column: natural (NBO) charge in e.
Positions of all 27 atoms, in Å:
C  0.022901  3.709428  0.818409  -0.19
C  0.287503  -2.874719  -2.434325  -0.22
C  -1.088555  -2.554851  -2.343190  -0.23
C  1.304004  3.178135  0.859559  -0.24
C  -1.084695  2.840242  0.600244  -0.25
C  1.216230  -2.504839  -1.430439  -0.24
C  -1.576639  -1.859955  -1.250883  -0.24
C  1.552681  1.823742  1.046406  -0.18
C  -0.861043  1.449167  0.838744  0.16
C  0.660186  -1.909011  -0.271607  0.11
C  -0.667677  -1.571165  -0.218553  0.17
C  0.451978  1.001168  1.137076  -0.11
N  -1.739918  0.348050  0.671385  -0.47
N  1.336866  -1.324455  0.795293  -0.59
N  -0.955797  -0.813403  0.895906  -0.26
C  0.369147  -0.418728  1.456080  0.10
H  -0.091796  4.778889  0.889075  0.22
H  0.654447  -3.570625  -3.202930  0.21
H  -1.795768  -2.850646  -3.068733  0.21
H  2.183293  3.774412  1.038570  0.21
H  -2.151943  3.131631  0.468494  0.22
H  2.236222  -2.769785  -1.485370  0.21
H  -2.629203  -1.600386  -1.116729  0.22
H  2.549109  1.419180  1.218539  0.21
H  -2.757217  0.526072  0.943923  0.41
H  2.193084  -0.873742  0.589252  0.38
H  0.382602  -0.483804  2.555803  0.19

Forces on atoms 1 to 6 (eV/Å):
C -0.7 -1.0 -0.9
C 0.2 -0.5 0.5
C 1.3 0.1 0.7
C 0.7 0.1 1.2
C -0.2 -1.2 1.4
C -2.9 0.0 0.7

Record 4
Molecular formula: C13H11NO11P2SeV
Method: DFT, ωB97M-V/def2-TZVPD

Results
Kohn-Sham gap (alpha / beta)   6.749 / 6.877 eV
Net charge   -1
Spin multiplicity   3

Last column: natural (NBO) charge in e.
Positions of all 40 atoms, in Å:
V  1.074880  -0.045079  0.600218  1.32
O  0.672653  -1.742937  1.567899  -0.58
C  -0.401638  -2.215678  1.959797  0.46
C  -1.694394  -1.671799  1.703942  -0.33
C  -2.810947  -2.375971  2.178342  -0.08
C  -4.068082  -1.881773  1.963474  -0.07
C  -4.267757  -0.665324  1.280137  -0.13
C  -3.195227  0.034133  0.822050  -0.29
C  -1.853362  -0.431047  1.008032  0.54
O  -0.897071  0.285642  0.562883  -0.69
N  -5.218116  -2.620210  2.451887  0.54
O  -5.023080  -3.667132  3.046496  -0.40
O  -6.325274  -2.143985  2.264915  -0.40
H  -0.340388  -3.130652  2.559754  0.16
H  -2.678640  -3.308272  2.709856  0.24
H  -5.276044  -0.307253  1.133804  0.24
H  -3.316267  0.971447  0.296316  0.23
O  3.776548  2.783731  0.844332  -0.99
P  3.263985  1.579749  -0.068264  2.54
O  4.110905  1.428331  -1.246625  -1.09
O  1.741353  1.688146  -0.170770  -1.10
O  3.379245  0.211454  0.931813  -1.09
P  3.050823  0.223104  2.571264  2.51
O  4.120295  1.263613  3.165759  -1.00
O  3.247817  -1.116919  3.133565  -1.11
O  1.700212  0.907121  2.499837  -1.13
H  3.267735  2.863561  1.662164  0.51
H  4.847120  0.770754  3.565534  0.51
Se  1.173750  -1.305138  -1.545602  -0.11
C  0.917273  0.074996  -2.841331  -0.18
C  -0.266398  0.804325  -2.894127  -0.17
C  -0.436334  1.792285  -3.851561  -0.23
C  0.571408  2.061933  -4.766226  -0.23
C  1.755904  1.342497  -4.709202  -0.21
C  1.931710  0.356010  -3.750111  -0.22
H  -1.046573  0.606527  -2.169778  0.21
H  -1.359702  2.358791  -3.874636  0.20
H  0.441670  2.839163  -5.509387  0.20
H  2.559929  1.559758  -5.401655  0.20
H  2.870079  -0.177902  -3.684795  0.23

Forces on atoms 1 to 6 (eV/Å):
V -0.3 0.9 -0.5
O -0.2 -0.4 0.3
C 0.5 0.1 -0.1
C 0.0 0.1 0.0
C 0.0 0.1 -0.1
C 0.0 0.0 0.0

Record 5
Molecular formula: C13H12BrNO2P
Method: DFT, ωB97M-V/def2-TZVPD

Results
Kohn-Sham gap   8.180 eV
SMILES string   C=Cc1cc2cc[n+]([PH2]=O)cc2cc1CC(=O)Br
Net charge   +1
Spin multiplicity   1

Last column: natural (NBO) charge in e.
Positions of all 30 atoms, in Å:
C  3.053217  -2.092924  1.591463  -0.31
C  2.686382  -1.891959  0.331097  -0.26
C  1.467786  -1.086773  0.060230  0.03
C  0.256537  -1.610645  0.411843  -0.20
C  -0.933398  -0.898867  0.207030  0.03
C  -2.212841  -1.398892  0.532280  -0.17
C  -3.309114  -0.641468  0.310126  0.02
N  -3.187627  0.615975  -0.232641  -0.59
P  -4.681574  1.534880  -0.425277  1.66
O  -5.549149  1.358542  0.736883  -1.01
C  -1.996416  1.112103  -0.560010  0.17
C  -0.827098  0.390036  -0.368702  -0.11
C  0.430970  0.907463  -0.727908  -0.15
C  1.571281  0.197640  -0.532882  0.11
C  2.909420  0.735765  -0.928196  -0.59
C  3.456438  1.698079  0.094350  0.54
O  2.951304  2.001492  1.108210  -0.48
Br  5.165155  2.479070  -0.427993  -0.01
H  3.998669  -2.544388  1.839411  0.22
H  2.404403  -1.778773  2.393928  0.20
H  3.214112  -2.318248  -0.511032  0.23
H  0.185663  -2.598330  0.838557  0.24
H  -2.319581  -2.380526  0.960260  0.26
H  -4.303036  -0.976139  0.551818  0.26
H  -4.201595  2.849460  -0.556799  -0.06
H  -5.239066  1.141762  -1.652235  -0.04
H  -1.965702  2.110294  -0.972543  0.23
H  0.487107  1.897328  -1.163867  0.23
H  3.624920  -0.074041  -1.029838  0.27
H  2.862832  1.262085  -1.877563  0.27

Forces on atoms 1 to 6 (eV/Å):
C 0.1 0.0 -0.4
C -0.3 0.1 0.4
C 0.3 -0.7 0.0
C -0.6 -0.2 0.1
C 0.4 0.1 0.0
C 0.0 0.1 -0.1

Record 6
Molecular formula: C13H12Cl2N3O8Ti
Method: DFT, ωB97M-V/def2-TZVPD

Results
Kohn-Sham gap (alpha / beta)   7.162 / 8.054 eV
Spin multiplicity   2

Last column: natural (NBO) charge in e.
Positions of all 39 atoms, in Å:
Ti  -0.081954  -0.175608  0.452117  1.34
C  0.050812  -2.484535  -3.169166  -0.67
C  0.203409  -1.941386  -1.789844  0.18
N  -0.759511  -1.314721  -1.125673  -0.16
O  -1.954905  -1.257921  -1.813987  -0.54
C  1.413311  -1.923827  -1.058224  0.20
C  2.767453  -2.271435  -1.559095  -0.67
N  1.170572  -1.540660  0.224420  -0.24
O  1.728153  -0.416621  0.840760  -0.46
H  -0.727793  -1.953418  -3.709005  0.25
H  -0.220382  -3.543326  -3.143352  0.24
H  0.991411  -2.394187  -3.711939  0.23
H  -2.517706  -0.721970  -1.230771  0.50
H  2.865777  -3.349943  -1.714839  0.23
H  3.514020  -1.959518  -0.831427  0.25
H  2.982144  -1.778233  -2.509234  0.23
Cl  -0.749763  4.353468  -0.549111  0.03
C  -1.669830  2.979233  -1.164690  -0.31
Cl  -1.702065  2.929981  -2.936956  0.01
C  -1.107395  1.670544  -0.629829  0.77
O  -1.852624  0.919748  0.056781  -0.64
O  0.094860  1.333351  -0.858786  -0.60
H  -2.687254  3.083848  -0.822068  0.25
O  -0.864690  -0.889909  2.095473  -0.63
C  -0.423044  0.131900  2.752320  0.80
O  -0.056650  1.144967  2.110094  -0.60
C  -0.304839  0.066164  4.225949  -0.17
C  -0.392074  -1.153389  4.884560  -0.12
C  -0.256829  -1.203759  6.264455  -0.21
C  -0.052697  -0.036903  6.984015  -0.19
C  0.023057  1.158283  6.296868  0.09
C  -0.088698  1.240821  4.928101  -0.17
N  0.238061  2.411751  7.069422  0.52
O  0.310042  3.448027  6.445442  -0.37
O  0.288194  2.323141  8.278709  -0.37
H  -0.562562  -2.051771  4.306762  0.24
H  -0.313504  -2.151400  6.783600  0.23
H  0.048039  -0.039674  8.060014  0.25
H  -0.006645  2.190986  4.419334  0.27

Forces on atoms 1 to 6 (eV/Å):
Ti 0.5 -0.4 0.4
C 0.0 -0.2 0.0
C 0.3 0.0 0.0
N -0.2 -0.4 -0.8
O -0.2 0.2 0.2
C -0.1 0.2 0.0

no.,largest force on an atom (eV/A)
1,0.21
2,2.49
3,3.01
4,1.00
5,1.45
6,0.95